Record 1
Below is an isolated molecule of C4H7F2P in a non-equilibrium geometry, with properties calculated with ωB97M-V with the def2-TZVPD basis set.

Geometry as XYZ:
```
14
Properties=species:S:1:pos:R:3:forces:R:3
F 1.8992 -1.1279 0.1616 0.47 -0.95 0.83
C 1.4355 -0.0108 -0.3969 -3.32 0.95 0.94
F 1.7475 -0.1395 -1.6984 -0.45 0.21 -0.88
P 2.2589 1.5589 0.2724 -0.61 -0.29 0.64
C -0.2988 -0.0676 -0.0554 3.94 -0.85 -2.39
C -1.1818 1.0804 0.0085 3.29 3.47 -1.32
C -1.3180 0.1188 -1.1620 -0.82 -0.36 3.80
H 2.9397 0.8625 1.3058 0.09 0.07 -0.20
H 1.1451 1.7901 1.1503 0.54 0.18 -0.22
H -0.3933 -0.9365 0.5456 -0.29 -0.46 0.68
H -0.5372 2.1154 -0.1385 -2.06 -2.56 -0.01
H -1.7994 1.1697 0.8411 -1.47 -0.01 0.91
H -2.1716 -0.5250 -1.0387 -0.16 -0.24 -0.35
H -1.0915 0.4034 -2.1105 0.86 0.85 -2.41
```
Positions in Å, forces in eV/Å.

HOMO: -9.803 eV
Max |F|: 0.0964 hartree/bohr
Gap between HOMO and LUMO: 10.864 eV

Record 2
Below is a cluster of 2 separate species, C4H7F3N2 in total in a non-equilibrium geometry, with properties calculated with ωB97M-V with the def2-TZVPD basis set.

Geometry as XYZ:
```
16
Properties=species:S:1:pos:R:3:forces:R:3
C -1.2024 -0.1971 -1.5043 -1.16 -0.50 -1.78
C -0.2257 1.4401 0.2861 2.94 -3.77 -3.11
C -0.0854 0.4331 -0.6476 -1.30 0.84 -0.18
C 1.2325 -0.2432 -0.8891 1.59 -2.11 1.16
N 0.0002 -0.5531 2.3909 4.18 -10.91 1.97
N -0.3147 0.5692 2.5161 -2.92 9.59 1.38
F 2.2418 0.1287 -0.0471 -0.63 0.78 -0.76
F 1.7181 -0.2689 -2.1478 -0.58 0.88 0.50
F 1.1689 -1.6200 -0.5852 -0.82 0.77 -0.16
H -2.2089 0.0864 -1.1594 0.45 -0.14 0.56
H -1.1906 -1.3642 -1.5466 0.26 2.17 0.16
H -1.3445 0.1745 -2.6210 1.19 -0.70 2.05
H 0.6967 1.5856 0.8041 0.04 1.08 0.33
H -1.1126 1.9267 0.4475 -1.82 1.13 0.53
H -0.0430 -1.0955 1.5470 0.07 -0.13 -0.72
H 0.6695 -1.0023 3.1566 -1.47 1.02 -1.92
```
Positions in Å, forces in eV/Å.

HOMO (alpha / beta): -6.780 / -10.171 eV
2S+1: 3
Max |F|: 0.2303 hartree/bohr
Gap between HOMO and LUMO (alpha / beta): 7.615 / 9.654 eV

Record 3
Below is a cluster of 2 separate species, C4H7FINO in total in a non-equilibrium geometry, with properties calculated with ωB97M-V with the def2-TZVPD basis set.

Geometry as XYZ:
```
15
Properties=species:S:1:pos:R:3:forces:R:3
C -0.0783 0.8186 2.0581 -1.41 -0.31 -3.62
C 0.0554 0.2311 -1.7402 -2.78 2.12 2.55
C -1.3775 -0.0647 0.3872 1.24 2.64 2.34
C -0.4659 -0.7143 -0.6323 0.41 0.13 1.24
N 0.0563 -0.0228 3.0345 1.31 1.80 -0.13
O 0.4569 1.8521 1.8627 0.00 0.39 -0.31
F 0.6343 -1.2857 0.0597 0.53 0.46 0.21
I -2.5891 -1.3564 1.6218 0.07 0.36 -0.97
H 0.4370 1.2464 -1.2212 -0.61 -2.45 -1.36
H -0.9063 0.4698 -2.3224 1.75 -0.19 0.32
H 0.7762 -0.3278 -2.2583 1.04 -0.19 -1.07
H -1.8380 0.9382 0.0876 0.23 -1.83 0.44
H -0.9009 -1.6482 -0.9328 -0.77 -0.11 -1.19
H -0.4844 -0.7767 3.1934 -2.07 -2.96 0.27
H 0.8305 0.1727 3.5984 1.06 0.13 1.27
```
Positions in Å, forces in eV/Å.

HOMO: -8.374 eV
Max |F|: 0.0841 hartree/bohr
Gap between HOMO and LUMO: 8.716 eV

Record 4
Below is a structure of composition C4H7FINO in a non-equilibrium geometry, with properties calculated with ωB97M-V with the def2-TZVPD basis set.

Geometry as XYZ:
```
15
Properties=species:S:1:pos:R:3:forces:R:3
C -1.2783 0.7023 0.4933 -0.70 -1.74 -0.86
C 2.0178 0.1754 0.2715 -1.03 -0.78 -1.20
C -0.7343 0.2871 -0.8634 4.72 0.41 -0.82
C 1.0494 -0.5856 -0.7166 -2.26 3.89 1.89
N -2.1961 -0.1184 1.1033 0.05 0.09 0.54
O -0.9239 1.7485 0.9375 0.67 1.52 1.02
F 0.7404 -1.7498 -0.2098 -0.28 -2.48 1.04
I -1.8740 -0.8890 -2.1756 -0.01 0.08 0.09
H 2.2949 1.1653 -0.0621 -0.25 0.32 -0.51
H 2.9642 -0.4310 0.0843 -1.02 0.55 1.57
H 1.4776 0.3650 1.2553 1.33 -1.00 -0.89
H -0.2489 1.2071 -1.3586 -1.61 -1.25 0.58
H 1.4902 -0.7391 -1.6692 -0.09 0.33 -1.31
H -2.3473 -1.0496 0.8274 0.13 -1.02 -1.21
H -2.4317 -0.0884 2.0827 0.35 1.09 0.07
```
Positions in Å, forces in eV/Å.

HOMO: -9.125 eV
Max |F|: 0.0949 hartree/bohr
Gap between HOMO and LUMO: 9.605 eV

Record 5
Below is an isolated molecule of C4H7FN2O in a non-equilibrium geometry, with properties calculated with ωB97M-V with the def2-TZVPD basis set.

Geometry as XYZ:
```
15
Properties=species:S:1:pos:R:3:forces:R:3
N 1.8227 -0.7184 -0.7759 4.32 3.62 1.30
C 1.0832 -0.7930 0.5143 2.37 -2.27 0.84
C -0.2383 -0.3340 0.1812 -3.91 -1.74 -0.14
C -1.2843 -1.1972 0.0585 1.24 -0.41 -0.08
F -2.5748 -0.9425 -0.2906 1.05 0.46 0.23
C -0.2819 1.0892 -0.0215 -2.19 4.05 0.74
N -1.5529 1.7583 -0.0452 3.59 -0.75 0.30
O 0.7363 1.7658 0.0246 -0.32 -0.12 -0.31
H 1.6468 0.3504 -1.0740 0.84 -3.03 0.62
H 2.9621 -0.6007 -0.3762 -3.98 -0.55 -1.89
H 1.5124 -0.1092 1.3436 -0.59 -1.33 -1.18
H 1.1447 -1.9377 0.7828 -0.40 2.30 0.05
H -1.1231 -2.2881 0.1567 -0.21 0.81 0.11
H -2.3091 1.1990 -0.2789 -1.79 -0.66 -0.46
H -1.5437 2.7582 -0.1993 -0.01 -0.40 -0.12
```
Positions in Å, forces in eV/Å.

HOMO: -9.679 eV
Max |F|: 0.1125 hartree/bohr
Gap between HOMO and LUMO: 9.953 eV

Record 6
Below is an isolated molecule of C4H7FN2O, with properties calculated with ωB97M-V with the def2-TZVPD basis set.

Geometry as XYZ:
```
15
Properties=species:S:1:pos:R:3:forces:R:3
H -3.1586 0.2667 -0.1583 -0.06 0.01 -0.03
N -2.4513 -0.4251 -0.4030 0.53 0.29 0.14
C -1.2777 0.0073 -0.1510 -0.40 -0.32 -0.04
N -0.8586 1.2151 0.3731 0.34 -0.21 -0.06
C 0.5895 1.4129 0.3499 -0.22 -0.13 -0.45
C 1.0333 0.2575 -0.5630 -0.13 0.09 -0.12
F 2.3046 -0.1598 -0.2505 0.08 0.01 -0.07
C -0.0238 -0.8398 -0.3422 0.18 0.52 0.03
O 0.2731 -1.6270 0.7855 -0.20 0.33 0.82
H -1.4905 1.9780 0.5007 -0.21 0.19 0.04
H 1.0470 1.2938 1.3302 0.05 0.02 0.17
H 0.8660 2.3962 -0.0505 -0.08 -0.24 0.09
H 1.0142 0.5670 -1.6176 0.06 -0.01 0.21
H -0.1182 -1.5116 -1.1874 -0.04 -0.06 -0.02
H 0.1558 -1.0930 1.6005 0.10 -0.47 -0.72
```
Positions in Å, forces in eV/Å.

HOMO: -9.401 eV
Max |F|: 0.0175 hartree/bohr
Gap between HOMO and LUMO: 10.047 eV

Record 7
Below is an isolated molecule of C4H7FN2S in a non-equilibrium geometry, with properties calculated with ωB97M-V with the def2-TZVPD basis set.

Geometry as XYZ:
```
15
Properties=species:S:1:pos:R:3:forces:R:3
H 2.4203 0.3379 -1.5905 0.30 0.21 -0.45
N 2.1349 -0.5142 -1.1354 -0.03 0.13 -0.01
C 1.0430 -0.2836 -0.5368 0.85 -0.32 -0.11
N 0.4357 -1.2276 0.2535 -0.17 -0.51 -0.19
C -0.5207 -0.5586 1.1203 0.39 -0.99 1.94
C -0.9849 0.6283 0.2972 0.28 -0.12 0.69
S -2.3837 0.1891 -0.7320 -0.52 0.13 -0.56
C 0.2799 1.0347 -0.4411 -0.30 0.35 -0.85
F 1.0498 1.8997 0.3836 -0.61 -0.47 -0.73
H 1.0311 -2.0041 0.5968 -0.74 0.97 -0.41
H 0.0686 -0.2387 2.0165 -0.81 0.17 -0.31
H -1.3482 -1.2266 1.4730 0.69 0.60 -0.48
H -1.2947 1.4385 0.9535 -0.25 0.07 -0.13
H -1.9690 -1.0003 -1.2179 0.23 0.25 0.24
H 0.0379 1.5255 -1.4408 0.69 -0.47 1.36
```
Positions in Å, forces in eV/Å.

HOMO: -9.201 eV
Max |F|: 0.0430 hartree/bohr
Gap between HOMO and LUMO: 9.973 eV

Record 8
Below is an isolated molecule of C4H7FO in a non-equilibrium geometry, with properties calculated with ωB97M-V with the def2-TZVPD basis set.

Geometry as XYZ:
```
13
Properties=species:S:1:pos:R:3:forces:R:3
C -0.9745 -0.7545 -1.8988 1.32 0.98 1.80
C -0.2201 -0.1566 -0.9591 -1.71 -2.38 0.47
F 0.6964 0.7647 -1.2021 0.59 0.84 -1.20
C -0.1295 -0.5849 0.5062 1.16 2.26 0.03
C 0.2137 0.7013 1.3941 0.31 -0.54 -0.58
O 1.6029 1.0144 1.2267 -0.22 0.47 -0.36
H -0.8758 -0.6607 -2.9418 0.09 0.54 -1.01
H -1.6522 -1.4716 -1.5198 -0.60 -0.65 0.20
H 0.8439 -1.1083 0.5609 -0.70 -0.40 0.18
H -0.9772 -1.1505 0.8791 0.04 -0.12 -0.20
H -0.4394 1.5728 1.1754 0.30 -0.50 -0.04
H 0.1624 0.4940 2.4590 -0.42 -0.26 0.01
H 1.7496 1.3400 0.3201 -0.17 -0.24 0.70
```
Positions in Å, forces in eV/Å.

HOMO: -9.658 eV
Max |F|: 0.0577 hartree/bohr
Gap between HOMO and LUMO: 10.640 eV

Record 9
Below is a cluster of 2 separate species, C4H7FO in total in a non-equilibrium geometry, with properties calculated with ωB97M-V with the def2-TZVPD basis set.

Geometry as XYZ:
```
13
Properties=species:S:1:pos:R:3:forces:R:3
C -0.7729 -0.7165 -1.3388 1.62 -2.50 -2.16
C -0.5633 -0.0485 -0.0304 2.32 0.83 3.12
C 0.5788 1.0318 0.1687 -1.60 -2.25 -1.89
C 1.4369 0.8950 1.1258 3.95 2.45 0.12
H -1.8503 -0.9699 -1.4614 0.82 0.32 -0.34
H -0.1845 -1.8747 -1.2750 -1.63 3.65 -0.21
H -0.3010 -0.1505 -2.2696 -1.29 -1.12 2.01
H -1.3876 0.4550 0.5161 -0.20 -0.52 -1.20
H -1.3665 -1.1661 1.6729 5.39 -0.37 -2.57
H 2.3254 1.7248 1.0193 -2.12 -2.33 0.87
H 1.4598 -0.0223 1.7125 0.10 0.87 0.16
O -0.0822 -1.1236 0.9540 -6.90 0.82 1.96
F 0.7074 1.9654 -0.7941 -0.47 0.16 0.13
```
Positions in Å, forces in eV/Å.

HOMO: -9.767 eV
Max |F|: 0.1405 hartree/bohr
Gap between HOMO and LUMO: 9.239 eV

Record 10
Below is an isolated molecule of C4H7FO in a non-equilibrium geometry, with properties calculated with ωB97M-V with the def2-TZVPD basis set.

Geometry as XYZ:
```
13
Properties=species:S:1:pos:R:3:forces:R:3
O -1.9072 -0.3344 -0.7218 -0.13 3.21 0.66
C -1.2186 0.1286 0.5069 2.03 -2.89 -1.55
C 0.0875 -0.9358 0.6033 -2.28 -1.41 2.91
C 0.8218 0.0192 -0.1861 1.08 -0.83 -4.86
F 2.3377 -0.0594 -0.3311 -3.34 0.66 1.02
C -0.0799 1.1617 0.2618 0.17 2.74 0.79
H -2.1921 0.5341 -1.1657 0.37 -2.04 0.75
H -1.8859 0.1432 1.3983 0.54 0.37 -0.86
H 0.4030 -0.9676 1.6826 -0.27 -0.31 -0.97
H -0.1341 -1.9259 0.1375 0.36 0.68 0.76
H 0.4358 -0.3447 -1.2600 1.36 1.60 1.84
H -0.2373 2.0367 -0.5429 0.28 -1.66 2.23
H 0.1651 1.4914 1.3895 -0.18 -0.13 -2.74
```
Positions in Å, forces in eV/Å.

HOMO: -10.485 eV
Max |F|: 0.0982 hartree/bohr
Gap between HOMO and LUMO: 11.236 eV

Record 11
Below is an isolated molecule of C4H7FO in a non-equilibrium geometry, with properties calculated with ωB97M-V with the def2-TZVPD basis set.

Geometry as XYZ:
```
13
Properties=species:S:1:pos:R:3:forces:R:3
C -1.1972 1.4868 0.5109 0.03 9.76 0.47
C -1.0019 0.2111 0.2366 -0.21 -9.43 -0.19
C -0.1849 -0.3233 -0.7853 0.88 -2.18 -1.20
C 1.1705 -0.9645 -0.2438 -3.99 0.18 1.14
O 1.9795 -0.0688 0.2508 1.86 1.48 0.71
F 0.7812 -1.8518 0.7719 0.07 -0.28 -0.17
H -1.9009 1.6189 1.2961 -0.32 1.47 0.26
H -0.4855 2.2138 0.0242 -1.12 -0.18 1.29
H -1.6291 -0.4147 0.8943 0.88 -0.55 -0.64
H 0.1073 0.3967 -1.5435 0.04 0.29 -0.15
H -0.6665 -1.1897 -1.2951 0.13 0.38 0.14
H 1.6588 -1.4755 -0.9389 1.84 -2.54 -3.16
H 1.3685 0.3609 0.8217 -0.10 1.61 1.50
```
Positions in Å, forces in eV/Å.

HOMO (alpha / beta): -5.461 / -11.362 eV
2S+1: 3
Max |F|: 0.1900 hartree/bohr
Gap between HOMO and LUMO (alpha / beta): 6.487 / 8.770 eV

Record 12
Below is a cluster of 2 separate species, C4H7FO2 in total in a non-equilibrium geometry, with properties calculated with ωB97M-V with the def2-TZVPD basis set.

Geometry as XYZ:
```
14
Properties=species:S:1:pos:R:3:forces:R:3
C 1.6737 -0.0814 -0.8312 -3.69 0.67 1.63
C -0.8306 -1.2154 -0.0216 -0.13 0.99 -0.53
C -0.1732 0.9153 1.1357 -2.78 0.20 0.76
C -0.5084 0.2282 -0.1780 4.76 0.38 1.44
O 1.9706 -1.1886 -1.0435 1.34 -1.53 -0.69
O -0.8656 1.0522 -1.1319 -1.44 0.73 -0.96
F 2.5862 0.8739 -0.5457 0.68 0.43 -0.12
H -0.9720 -1.6128 -1.0286 -0.15 -0.63 0.44
H 0.0285 -1.6325 0.5197 -0.52 -0.31 -0.43
H -1.7239 -1.2120 0.6239 0.02 -0.53 -0.39
H -1.1642 1.1526 1.7416 1.55 -0.17 -1.40
H 0.3661 1.8558 0.9748 0.04 -0.53 0.28
H 0.2645 0.1607 1.7904 0.63 0.47 -0.14
H -0.6517 0.7040 -2.0056 -0.31 -0.17 0.10
```
Positions in Å, forces in eV/Å.

HOMO (alpha / beta): -8.221 / -8.220 eV
Max |F|: 0.0969 hartree/bohr
Gap between HOMO and LUMO (alpha / beta): 8.371 / 8.370 eV